No. 1
C7H12 | wB97M-V/def2-TZVPD

ORCA input file:
```
! RIJCOSX wB97M-V def2-TZVPD def2/J DEFGRID3
* xyz 0 1
C -1.89 0.12 0.57
C -1.19 -0.56 -0.60
C -0.05 0.02 -1.41
C 0.78 1.16 -0.84
C 1.27 0.70 0.55
C 1.14 -0.84 0.56
C 0.17 -1.21 -0.55
H -2.44 1.01 0.24
H -2.61 -0.57 1.02
H -1.20 0.43 1.36
H -1.89 -1.11 -1.22
H -0.12 -0.07 -2.49
H 1.63 1.34 -1.51
H 0.21 2.10 -0.79
H 2.30 1.02 0.74
H 0.65 1.15 1.33
H 0.82 -1.21 1.54
H 2.11 -1.30 0.35
H 0.28 -2.19 -1.00
*
```

**E**: -273.892071 Eh
**Relative energy (zero: lowest compared OMol25 entry of this formula, charge and spin)**: 43.3 kJ/mol
**LUMO energy**: 1.151 eV
**Orbital gap**: 0.398 Ha
**SMILES string**: C[C@H]1[C@H]2CCC[C@@H]12


No. 2
C14H18N2O4 | wB97M-V/def2-TZVPD

ORCA input file:
```
! RIJCOSX wB97M-V def2-TZVPD def2/J DEFGRID3
* xyz 0 1
N 0.93 1.38 0.14
C 0.72 0.35 0.97
C -0.44 0.55 2.04
C -1.72 1.17 1.50
C -2.87 0.27 1.29
C -4.16 0.79 0.96
C -4.18 2.21 0.58
O -5.48 2.81 0.47
C -3.03 3.06 0.59
C -1.82 2.58 1.17
C 0.38 -0.98 0.09
O -0.67 -1.53 0.25
N 1.14 -1.40 -0.90
C 0.90 -2.78 -1.50
C 2.19 -3.47 -1.25
C 3.24 -2.31 -1.54
C 2.50 -0.95 -0.88
C 3.06 0.24 -1.68
O 4.22 0.08 -1.86
O 2.28 1.17 -2.04
H 1.37 2.31 0.45
H 0.09 1.55 -0.37
H 1.64 0.16 1.48
H 0.06 1.19 2.69
H -0.44 -0.47 2.48
H -2.87 -0.80 1.50
H -4.98 0.14 0.98
H -5.34 3.65 0.94
H -3.37 3.97 0.30
H -1.12 3.32 1.63
H -0.03 -3.22 -1.19
H 0.90 -2.55 -2.51
H 2.54 -4.51 -1.81
H 2.12 -3.73 -0.23
H 3.52 -2.36 -2.63
H 4.19 -2.57 -1.06
H 2.83 -0.67 0.17
H 1.70 1.35 -1.23
*
```

**E**: -954.638689 Eh
**Relative energy (zero: lowest compared OMol25 entry of this formula, charge and spin)**: 453.8 kJ/mol
**LUMO energy**: 0.380 eV
**Orbital gap**: 0.330 Ha
**SMILES string**: N[C@@H](Cc1ccc(O)cc1)C(=O)N1CCC[C@H]1C(=O)O


No. 3
C6H3AgBrCl3NO2Si | wB97M-V/def2-TZVPD

ORCA input file:
```
! RIJCOSX wB97M-V def2-TZVPD def2/J DEFGRID3
* xyz -1 1
Ag -0.15 0.23 0.26
Br 3.55 0.11 -0.08
C 2.71 -1.60 -0.11
C 3.49 -2.74 0.00
C 2.81 -3.95 0.00
C 1.43 -3.96 -0.09
C 0.75 -2.75 -0.20
N 1.40 -1.59 -0.23
C -0.80 -2.73 -0.28
O -1.34 -3.82 -0.12
O -1.33 -1.60 -0.49
H 4.56 -2.68 0.09
H 3.37 -4.88 0.08
H 0.84 -4.87 -0.06
Cl 0.97 -1.29 3.21
Si -0.03 0.55 2.72
Cl 0.97 1.86 4.04
Cl -1.83 0.30 3.77
*
```

**E**: -4827.012767 Eh
**Relative energy (zero: lowest compared OMol25 entry of this formula, charge and spin)**: 33.0 kJ/mol
**LUMO energy**: 2.636 eV
**Orbital gap**: 0.284 Ha


No. 4
C26H29NO6S | wB97M-V/def2-TZVPD

ORCA input file:
```
! RIJCOSX wB97M-V def2-TZVPD def2/J DEFGRID3
* xyz 0 1
C -6.22 -1.40 1.98
C -5.52 -1.69 0.66
C -4.67 -0.52 0.15
C -3.48 -0.22 1.06
C -2.63 0.86 0.45
C -2.77 2.13 0.91
C -2.07 3.26 0.35
O -2.15 4.40 0.74
O -1.26 3.00 -0.72
C -1.06 1.75 -1.18
C -0.15 1.65 -2.23
C 0.13 0.42 -2.79
C 1.14 0.30 -3.89
C -0.51 -0.71 -2.28
C -1.40 -0.63 -1.23
O -1.99 -1.74 -0.68
C -1.57 -3.02 -1.11
C -0.07 -3.27 -0.88
O 0.59 -3.99 -1.59
N 0.40 -2.61 0.20
C 1.82 -2.44 0.45
C 2.31 -1.22 -0.35
S 4.08 -0.86 -0.24
C 4.13 0.35 1.14
C 3.18 1.49 0.91
C 3.42 2.40 -0.12
C 2.55 3.45 -0.33
C 1.43 3.61 0.47
C 1.18 2.70 1.48
C 2.05 1.64 1.70
C 2.06 -2.25 1.94
O 3.08 -2.53 2.51
O 1.02 -1.69 2.56
C -1.72 0.62 -0.65
H -6.88 -2.22 2.24
H -5.51 -1.26 2.79
H -6.82 -0.49 1.89
H -6.27 -1.93 -0.10
H -4.88 -2.57 0.78
H -4.31 -0.77 -0.85
H -5.30 0.37 0.07
H -2.90 -1.13 1.21
H -3.84 0.13 2.03
H -3.43 2.35 1.73
H 0.33 2.55 -2.58
H 2.14 0.47 -3.50
H 1.11 -0.69 -4.34
H 0.95 1.04 -4.66
H -0.28 -1.66 -2.73
H -2.15 -3.72 -0.51
H -1.80 -3.20 -2.17
H -0.21 -1.99 0.71
H 2.35 -3.33 0.11
H 2.12 -1.42 -1.41
H 1.76 -0.32 -0.06
H 5.16 0.69 1.14
H 3.92 -0.18 2.06
H 4.29 2.27 -0.74
H 2.75 4.16 -1.13
H 0.76 4.44 0.32
H 0.31 2.82 2.11
H 1.85 0.94 2.50
H 1.20 -1.58 3.51
*
```

**E**: -1912.609809 Eh
**Relative energy (zero: lowest compared OMol25 entry of this formula, charge and spin)**: 18.5 kJ/mol
**LUMO energy**: -0.005 eV
**Orbital gap**: 0.318 Ha
**SMILES string**: CCCCc1cc(=O)oc2cc(C)cc(OCC(=O)N[C@@H](CSCc3ccccc3)C(=O)O)c12


No. 5
CH2Cl2O3S | wB97M-V/def2-TZVPD

ORCA input file:
```
! RIJCOSX wB97M-V def2-TZVPD def2/J DEFGRID3
* xyz 0 1
C 1.28 -0.08 -0.08
O -0.88 0.86 -1.45
O -0.84 1.06 1.01
O -1.36 -1.27 0.13
S -0.44 0.41 -0.17
Cl 2.14 1.35 0.10
Cl -2.91 -0.86 0.53
H 1.58 -0.60 -0.93
H 1.43 -0.87 0.84
*
```

**E**: -1583.460917 Eh
**Relative energy (zero: lowest compared OMol25 entry of this formula, charge and spin)**: 73.9 kJ/mol
**LUMO energy**: -0.323 eV
**Orbital gap**: 0.364 Ha